This record from OMol25 describes 9 unconnected molecules or ions with the total composition C25H49NO36S8 in a non-equilibrium geometry. The level of theory is ωB97M-V/def2-TZVPD.

Each atom is followed by the atoms it is bonded to, with distances in Å.
Geometry (Å):
1 C -2.22 1.66 -0.20  C2 1.643, H15 1.152, H16 1.160, H17 1.162
2 C -0.78 2.00 0.50  C1 1.643, O3 1.461, H18 1.148, H19 1.169
3 O -0.08 3.06 -0.22  C2 1.461, C4 1.425
4 C 0.03 4.26 0.55  O3 1.425, O5 1.275, O6 1.451
5 O -0.79 4.68 1.43  C4 1.275
6 O 1.18 5.10 0.27  C4 1.451, C7 1.461
7 C 0.72 6.40 -0.21  O6 1.461, C8 1.644, H20 1.167, H21 1.150
8 C -0.14 6.31 -1.61  C7 1.644, C9 1.613, H22 1.149, H23 1.170
9 C -1.50 7.16 -1.51  C8 1.613, C10 1.616, H24 1.170, H25 1.168
10 C -2.84 6.31 -1.16  C9 1.616, N11 1.492, H26 1.154, H27 1.170
11 N -2.84 4.88 -1.58  C10 1.492, C12 1.481, H28 1.031
12 C -3.12 4.68 -3.02  N11 1.481, C13 1.609, O14 1.297
13 C -2.10 4.87 -4.25  C12 1.609, H29 1.166, H30 1.148, H31 1.167
14 O -4.31 4.26 -3.33  C12 1.297
15 H -2.24 1.96 -1.31  C1 1.152
16 H -3.05 2.22 0.39  C1 1.160
17 H -2.42 0.52 -0.07  C1 1.162
18 H -0.86 2.14 1.64  C2 1.148
19 H -0.14 1.03 0.35  C2 1.169
20 H 1.68 7.03 -0.41  C7 1.167
21 H 0.14 6.95 0.63  C7 1.150
22 H -0.24 5.23 -1.99  C8 1.149
23 H 0.53 6.86 -2.39  C8 1.170
24 H -1.36 7.92 -0.64  C9 1.170
25 H -1.66 7.83 -2.45  C9 1.168
26 H -3.11 6.40 -0.04  C10 1.154
27 H -3.71 6.83 -1.74  C10 1.170
28 H -2.04 4.33 -1.23  N11 1.031
29 H -2.58 5.57 -5.04  C13 1.166
30 H -1.06 5.26 -3.97  C13 1.148
31 H -2.00 3.84 -4.78  C13 1.167
32 O -3.11 7.81 6.19  S33 1.436
33 S -2.22 6.68 6.21  O32 1.436, O34 1.434, O35 1.624, O38 1.625
34 O -1.28 6.45 7.28  S33 1.434
35 O -1.41 6.65 4.80  S33 1.624, C36 1.429
36 C -1.65 5.40 4.14  O35 1.429, C37 1.522, H39 1.094, H40 1.091
37 C -3.03 4.96 4.61  C36 1.522, O38 1.428, H41 1.091, H42 1.094
38 O -3.09 5.33 5.99  S33 1.625, C37 1.428
39 H -0.88 4.69 4.46  C36 1.094
40 H -1.61 5.53 3.06  C36 1.091
41 H -3.19 3.88 4.50  C37 1.091
42 H -3.82 5.50 4.08  C37 1.094
43 O 1.81 9.51 -0.74  S44 1.436
44 S 2.74 10.60 -0.68  O43 1.436, O45 1.433, O46 1.625, O49 1.625
45 O 2.40 11.93 -1.08  S44 1.433
46 O 4.10 10.15 -1.46  S44 1.625, C47 1.428
47 C 5.21 10.23 -0.56  O46 1.428, C48 1.522, H50 1.094, H51 1.091
48 C 4.62 9.98 0.82  C47 1.522, O49 1.427, H52 1.091, H53 1.094
49 O 3.36 10.65 0.82  S44 1.625, C48 1.427
50 H 5.64 11.23 -0.64  C47 1.094
51 H 5.96 9.49 -0.83  C47 1.091
52 H 5.26 10.37 1.61  C48 1.091
53 H 4.44 8.92 0.99  C48 1.094
54 O -1.92 -1.23 0.98  S55 1.438
55 S -2.33 -2.60 1.13  O54 1.438, O56 1.435, O57 1.624, O60 1.625
56 O -1.93 -3.42 2.23  S55 1.435
57 O -1.98 -3.37 -0.26  S55 1.624, C58 1.432
58 C -3.19 -3.92 -0.81  O57 1.432, C59 1.522, H61 1.093, H62 1.090
59 C -4.30 -3.01 -0.33  C58 1.522, O60 1.428, H63 1.091, H64 1.092
60 O -3.95 -2.65 1.00  S55 1.625, C59 1.428
61 H -3.31 -4.93 -0.41  C58 1.093
62 H -3.12 -3.96 -1.90  C58 1.090
63 H -5.28 -3.49 -0.36  C59 1.091
64 H -4.34 -2.09 -0.93  C59 1.092
65 O -0.84 -6.42 0.43  S66 1.437
66 S 0.11 -5.34 0.51  O65 1.437, O67 1.434, O68 1.625, O71 1.626
67 O -0.21 -3.99 0.12  S66 1.434
68 O 1.46 -5.79 -0.27  S66 1.625, C69 1.429
69 C 2.57 -5.74 0.64  O68 1.429, C70 1.522, H72 1.091, H73 1.091
70 C 1.98 -5.99 2.02  C69 1.522, O71 1.427, H74 1.091, H75 1.095
71 O 0.72 -5.31 2.01  S66 1.626, C70 1.427
72 H 3.01 -4.74 0.58  C69 1.091
73 H 3.32 -6.49 0.37  C69 1.091
74 H 2.62 -5.62 2.82  C70 1.091
75 H 1.78 -7.06 2.17  C70 1.095
76 O 5.03 -4.72 0.31  S77 1.437
77 S 5.94 -3.94 1.11  O76 1.437, O78 1.436, O79 1.628, O82 1.626
78 O 6.85 -4.53 2.05  S77 1.436
79 O 5.09 -2.77 1.86  S77 1.628, C80 1.427
80 C 5.61 -1.49 1.49  O79 1.427, C81 1.523, H83 1.094, H84 1.091
81 C 6.19 -1.68 0.09  C80 1.523, O82 1.427, H85 1.091, H86 1.094
82 O 6.79 -2.98 0.11  S77 1.626, C81 1.427
83 H 6.38 -1.22 2.21  C80 1.094
84 H 4.81 -0.74 1.50  C80 1.091
85 H 6.93 -0.92 -0.15  C81 1.091
86 H 5.40 -1.69 -0.67  C81 1.094
87 O -4.96 -7.77 -2.83  S88 1.435
88 S -4.48 -7.65 -1.49  O87 1.435, O89 1.435, O90 1.624, O93 1.625
89 O -4.50 -6.42 -0.76  S88 1.435
90 O -2.97 -8.26 -1.43  S88 1.624, C91 1.427
91 C -2.93 -9.33 -0.48  O90 1.427, C92 1.523, H94 1.094, H95 1.091
92 C -4.33 -9.91 -0.46  C91 1.523, O93 1.427, H96 1.091, H97 1.094
93 O -5.20 -8.79 -0.58  S88 1.625, C92 1.427
94 H -2.66 -8.91 0.50  C91 1.094
95 H -2.18 -10.07 -0.77  C91 1.091
96 H -4.54 -10.47 0.46  C92 1.091
97 H -4.50 -10.57 -1.32  C92 1.094
98 O 7.69 -6.19 2.08  S99 1.435
99 S 7.43 -7.18 1.07  O98 1.435, O100 1.434, O101 1.626, O104 1.629
100 O 7.22 -6.84 -0.30  S99 1.434
101 O 6.18 -8.10 1.58  S99 1.626, C102 1.428
102 C 6.60 -9.46 1.64  O101 1.428, C103 1.523, H105 1.094, H106 1.091
103 C 8.09 -9.43 1.92  C102 1.523, O104 1.426, H107 1.091, H108 1.094
104 O 8.58 -8.32 1.16  S99 1.629, C103 1.426
105 H 6.39 -9.93 0.67  C102 1.094
106 H 6.04 -9.99 2.42  C102 1.091
107 H 8.59 -10.35 1.63  C103 1.091
108 H 8.29 -9.22 2.98  C103 1.094
109 O -6.44 -2.87 -4.72  S110 1.435
110 S -5.53 -2.10 -3.93  O109 1.435, O111 1.436, O112 1.624, O115 1.625
111 O -4.62 -2.69 -2.98  S110 1.436
112 O -6.37 -0.93 -3.18  S110 1.624, C113 1.429
113 C -5.85 0.35 -3.55  O112 1.429, C114 1.522, H116 1.094, H117 1.091
114 C -5.28 0.16 -4.94  C113 1.522, O115 1.428, H118 1.091, H119 1.094
115 O -4.68 -1.14 -4.93  S110 1.625, C114 1.428
116 H -5.07 0.62 -2.83  C113 1.094
117 H -6.65 1.10 -3.52  C113 1.091
118 H -4.54 0.92 -5.19  C114 1.091
119 H -6.07 0.16 -5.70  C114 1.094

Output
Highest occupied orbital energy in eV: -9.530
2S+1: 1
Structure (SMILES): CCOC(=O)OCCCCNC(C)=O.O=S1(=O)OCCO1.O=S1(=O)OCCO1.O=S1(=O)OCCO1.O=S1(=O)OCCO1.O=S1(=O)OCCO1.O=S1(=O)OCCO1.O=S1(=O)OCCO1.O=S1(=O)OCCO1
Calculated total energy in Eh: -6930.4266